The following is a DFT calculation (ωB97M-V/def2-TZVPD) of a 11-piece molecular cluster, C21H64O21 overall in a non-equilibrium geometry.

```
106
C21H64O21 (ωB97M-V/def2-TZVPD)
O -2.47987 4.03475 1.56651
C -2.11199 5.01733 0.62011
C -2.59591 4.44954 -0.78525
O -2.16200 3.15077 -1.10832
H -2.14071 4.38086 2.39523
H -2.48771 6.01290 0.85626
H -1.02354 4.99679 0.67443
H -2.31505 5.17656 -1.54726
H -3.68518 4.42970 -0.75053
H -2.54031 2.54586 -0.46601
O 0.46345 0.93499 3.11676
C 0.30295 2.33813 3.14173
C 1.36370 2.86698 2.16533
O 2.70071 2.43556 2.53520
H 1.30173 0.75311 3.54780
H -0.72809 2.61336 2.91971
H 0.56530 2.66190 4.14893
H 1.28119 3.95381 2.17475
H 1.19547 2.49889 1.15325
H 3.24349 2.66109 1.77617
O 0.80386 -3.46625 1.31039
C 1.93606 -4.24467 1.54820
C 2.66082 -3.87199 2.84368
O 1.99332 -4.41621 3.97101
H 1.04638 -2.55640 1.12341
H 1.66757 -5.28895 1.70787
H 2.64251 -4.17865 0.72075
H 2.78933 -2.79383 2.93936
H 3.66296 -4.29969 2.87348
H 1.14379 -3.97329 4.03201
O -3.25564 -0.93260 -2.16564
C -4.32969 -1.78673 -1.99247
C -5.62113 -1.01604 -2.13223
O -5.79351 -0.06910 -1.09138
H -3.23673 -0.37154 -1.38689
H -4.20900 -2.53792 -2.77301
H -4.22597 -2.16164 -0.97424
H -6.51714 -1.61946 -2.27768
H -5.52242 -0.50582 -3.09037
H -6.57159 0.46909 -1.25432
O -3.48336 -3.54958 2.43232
C -2.07004 -3.38320 2.37999
C -1.51613 -2.68022 3.65443
O -1.01292 -3.68304 4.55816
H -3.67834 -4.06092 1.64357
H -1.60864 -4.36224 2.25074
H -1.93304 -2.82276 1.45520
H -2.23307 -1.97789 4.07967
H -0.66269 -2.12602 3.26379
H -1.82675 -4.08843 4.86629
O -3.51823 0.99382 -0.01837
C -2.77986 0.63879 1.09364
C -3.69797 0.34251 2.34174
O -4.33508 -0.93518 2.28063
H -4.37183 0.55455 -0.01365
H -2.14166 -0.20779 0.84047
H -2.08000 1.41430 1.40489
H -4.40737 1.16710 2.27175
H -3.12784 0.48352 3.25999
H -3.76237 -1.65013 2.56780
O -1.19862 3.20167 -4.14163
C 0.14344 2.73245 -4.33426
C 0.84356 2.40566 -2.99084
O 0.71694 3.38242 -1.92408
H -1.72073 2.44200 -3.87349
H 0.14730 1.84718 -4.97018
H 0.74386 3.47109 -4.86531
H 1.90279 2.15526 -3.04932
H 0.42295 1.51541 -2.52324
H -0.22785 3.43738 -1.76303
O 6.02423 -1.96486 -0.54121
C 4.84065 -1.37908 -0.17092
C 3.70799 -1.44141 -1.26880
O 3.99764 -0.86098 -2.54117
H 6.60567 -1.95320 0.22259
H 4.41161 -1.88525 0.69384
H 5.07023 -0.35143 0.11075
H 2.77735 -1.04190 -0.86581
H 3.69769 -2.51839 -1.43645
H 4.50925 -1.46976 -3.07898
O 4.52678 3.25690 0.57347
C 4.53082 2.47134 -0.67769
C 4.42972 3.46400 -1.84324
O 5.73135 4.01658 -2.20843
H 5.21928 3.92170 0.58345
H 5.42414 1.84941 -0.62057
H 3.64002 1.84320 -0.68118
H 3.74563 4.26733 -1.56981
H 4.12411 2.97069 -2.76592
H 5.51392 4.60469 -2.93537
O -1.42353 -2.65779 -2.99982
C -0.78105 -3.26481 -1.87224
C 0.72866 -3.64116 -2.11024
O 0.82792 -4.50470 -3.21426
H -2.15928 -2.12685 -2.68616
H -0.82378 -2.41095 -1.19608
H -1.34964 -4.03867 -1.35654
H 1.27511 -4.04949 -1.26009
H 1.44561 -2.85033 -2.33088
H 0.89459 -4.00901 -4.03368
C 0.30638 0.21389 -0.38825
O 0.41303 -0.56988 0.76737
H 0.41524 -0.48703 -1.21588
H -0.65943 0.71317 -0.46585
H 1.12208 0.93684 -0.39699
H 0.50187 -0.00184 1.53617
```

Lowest unoccupied orbital energy: 0.41 eV
HOMO energy: -9.611 eV
Charge: 0